{"formula": "C30H76BBrNO23P7S2", "method": "ωB97M-V with the def2-TZVPD basis set", "species": ["C", "C", "C", "C", "C", "C", "C", "C", "C", "C", "Br", "C", "O", "N", "C", "S", "B", "C", "O", "C", "P", "S", "P", "C", "O", "H", "H", "H", "H", "H", "H", "H", "H", "H", "H", "H", "H", "H", "H", "H", "H", "H", "H", "H", "H", "H", "H", "H", "H", "H", "H", "H", "H", "H", "H", "H", "C", "O", "P", "O", "O", "C", "O", "C", "H", "H", "H", "H", "H", "H", "H", "H", "H", "C", "O", "P", "O", "O", "C", "O", "C", "H", "H", "H", "H", "H", "H", "H", "H", "H", "C", "O", "P", "O", "O", "C", "O", "C", "H", "H", "H", "H", "H", "H", "H", "H", "H", "C", "O", "P", "O", "O", "C", "O", "C", "H", "H", "H", "H", "H", "H", "H", "H", "H", "C", "O", "P", "O", "O", "C", "O", "C", "H", "H", "H", "H", "H", "H", "H", "H", "H"], "positions_angstrom": [[-0.136045, -4.190043, -4.616771], [-1.297639, -4.136051, -3.489906], [-1.674016, -2.610535, -3.107876], [-0.495614, -1.877933, -2.271493], [-0.796662, -0.302030, -2.087729], [0.491359, 0.638658, -2.295989], [0.190003, 1.916279, -3.273801], [1.482050, 2.114969, -4.202279], [1.157171, 2.320403, -5.760976], [0.928231, 0.961188, -6.575800], [2.789376, 0.283675, -6.804124], [0.249504, -0.270318, -5.742172], [0.863595, -1.092959, -5.034309], [-1.194759, -0.298768, -5.955954], [-1.420028, 0.663736, -7.110292], [-2.271401, 2.092389, -6.202765], [-2.663521, -0.047132, -7.910913], [-4.175081, 0.605768, -7.894081], [-2.556081, -1.298862, -8.647276], [-0.049648, 0.985018, -7.880584], [-0.176017, 2.614352, -8.862668], [1.479657, 3.636145, -8.934933], [0.425701, -0.239950, -9.299787], [0.630802, -2.003833, -8.570201], [1.934961, 0.187059, -9.982947], [-0.488997, -3.574342, -5.518936], [0.024358, -5.272071, -4.939973], [0.832284, -3.771832, -4.193167], [-2.242408, -4.653728, -3.897204], [-0.895408, -4.722102, -2.583223], [-2.633313, -2.679795, -2.482698], [-1.806996, -2.013647, -4.068119], [-0.532947, -2.367969, -1.226629], [0.543833, -2.105139, -2.678318], [-1.126877, -0.176507, -0.994082], [-1.680295, -0.033830, -2.753160], [0.829770, 1.030883, -1.278195], [1.323576, -0.032859, -2.699863], [-0.704108, 1.597399, -3.910015], [-0.128177, 2.846451, -2.705600], [1.991392, 3.086342, -3.843262], [2.273202, 1.301217, -4.089363], [2.092894, 2.810925, -6.215769], [0.326620, 3.089260, -5.861144], [-1.646060, -1.215753, -6.058324], [-2.845944, 1.597679, -5.044720], [-4.655794, 0.533705, -6.849227], [-4.856620, -0.037814, -8.568324], [-4.210672, 1.654692, -8.329256], [-2.852004, -2.055967, -8.102834], [-0.491121, 2.242248, -10.228527], [-1.225527, 3.473494, -8.410877], [1.714494, -2.256574, -8.342639], [0.293539, -2.716687, -9.407024], [-0.081747, -2.189763, -7.693453], [2.336206, 0.975208, -9.551860], [-4.762444, 3.750628, -2.823261], [-4.298172, 4.168517, -1.549553], [-3.828449, 2.960947, -0.421271], [-3.272928, 2.017161, -1.476267], [-5.410321, 2.619089, -0.116217], [-6.245046, 3.681761, 0.341934], [-3.355871, 1.873082, 0.827599], [-3.209474, 2.460116, 2.120646], [-5.284947, 4.592961, -3.282226], [-3.917966, 3.484165, -3.461355], [-5.456258, 2.912068, -2.736302], [-6.867161, 4.029242, -0.485443], [-5.658896, 4.519007, 0.727976], [-6.888599, 3.304303, 1.137844], [-4.164734, 2.868902, 2.463746], [-2.457284, 3.252317, 2.086677], [-2.881692, 1.689841, 2.819492], [3.983571, 4.983112, 1.845907], [3.093581, 5.928172, 1.264216], [1.852964, 5.343427, 0.232869], [1.642444, 4.054484, 1.005165], [2.949315, 5.112571, -0.973617], [3.705403, 6.241070, -1.412050], [0.583362, 4.886039, -0.831191], [-0.017450, 5.967630, -1.543494], [4.857846, 5.527273, 2.209332], [3.508250, 4.494030, 2.696916], [4.310415, 4.243088, 1.112989], [4.711934, 6.180594, -0.993580], [3.243351, 7.181955, -1.104102], [3.769951, 6.218730, -2.500917], [0.720712, 6.458816, -2.184708], [-0.436909, 6.692394, -0.840674], [-0.821483, 5.572975, -2.166154], [-2.271947, -1.611574, 8.031823], [-0.926562, -1.308099, 7.688534], [-0.646922, -0.206506, 6.401726], [-1.874551, 0.628614, 6.735233], [-1.032415, -1.363068, 5.293858], [-0.265569, -2.565718, 5.293423], [-0.267774, 0.897172, 5.133780], [1.098547, 0.886122, 4.721193], [-2.268206, -2.520598, 8.638232], [-2.696408, -0.805208, 8.631063], [-2.878877, -1.786735, 7.141404], [-0.845242, -3.358874, 5.770046], [0.680893, -2.442298, 5.825167], [-0.056451, -2.848291, 4.260371], [1.369158, -0.097111, 4.324358], [1.745139, 1.134054, 5.566925], [1.235510, 1.634404, 3.939541], [7.532571, -1.607294, 2.430791], [6.662408, -1.395487, 1.329272], [5.527278, -0.111254, 1.429296], [6.491401, 0.758996, 2.222573], [4.587184, -0.992797, 2.456147], [4.082337, -2.242434, 1.988366], [4.381758, 1.172143, 1.471965], [3.385319, 1.103607, 0.449313], [7.959007, -2.608201, 2.332641], [8.349223, -0.884689, 2.408210], [6.993786, -1.546365, 3.378403], [4.669185, -3.051675, 2.427894], [4.127924, -2.315114, 0.899329], [3.043088, -2.342326, 2.305844], [2.793109, 0.189195, 0.554442], [3.861430, 1.125548, -0.534693], [2.726040, 1.968660, 0.542912], [-0.067618, -3.683533, 11.004870], [-0.090663, -4.983560, 10.432426], [-1.435339, -5.994529, 10.774358], [-2.439540, -4.851817, 10.811568], [-0.847441, -6.297289, 12.282611], [0.460522, -6.857475, 12.387260], [-2.693668, -7.143917, 11.027881], [-2.383753, -8.472880, 10.611417], [0.954448, -3.303724, 10.940312], [-0.715405, -3.013210, 10.438974], [-0.365736, -3.707625, 12.054862], [1.162571, -6.073207, 12.677281], [0.786947, -7.302074, 11.444141], [0.450866, -7.630056, 13.157556], [-1.536410, -8.864011, 11.182770], [-2.147994, -8.486122, 9.543993], [-3.253236, -9.106576, 10.788825]], "atomic_forces_ev_per_a": [[-0.91, -0.13, 0.46], [0.56, 0.35, -0.57], [1.14, -0.86, 0.34], [-0.95, -0.50, 0.85], [0.35, -0.58, 0.94], [-0.76, 0.26, 0.21], [0.51, -2.12, -0.26], [-0.04, 1.31, -0.07], [0.91, 0.73, 0.60], [-0.52, -0.10, 0.71], [-0.58, 0.23, -0.47], [0.45, -1.93, 1.84], [-2.14, 2.81, -2.34], [3.13, 0.79, -1.63], [-2.10, -1.71, 0.50], [0.45, 1.39, -0.06], [-1.63, -0.55, -1.55], [-0.63, -1.20, -0.60], [0.52, 1.26, 2.17], [0.63, 0.39, 2.19], [1.00, 0.41, -0.43], [0.24, -0.08, 0.07], [-0.53, -1.08, -1.34], [0.20, -0.41, -0.13], [-1.27, 0.30, 1.71], [0.76, -0.85, 1.19], [-0.13, 1.45, 0.35], [-1.26, -0.45, -0.77], [1.44, 0.65, 0.69], [-0.88, 0.96, -1.18], [1.31, 0.59, -0.98], [-0.21, -0.80, 1.23], [0.20, 0.69, -1.48], [-1.48, 0.46, 0.19], [0.12, -0.02, -1.76], [1.23, -0.06, 0.80], [-0.38, -0.52, -1.30], [-1.06, 1.19, 0.29], [1.25, 0.57, 0.76], [0.63, -1.17, -0.64], [-0.61, -1.41, -0.70], [-1.29, 0.90, -0.06], [-1.60, -0.80, 0.49], [0.77, -1.28, -0.03], [0.72, 0.34, 0.26], [0.81, -0.46, -1.02], [0.80, 0.56, -1.50], [1.10, 0.88, 0.93], [0.04, -1.13, 0.98], [-0.02, 0.42, -0.67], [-0.43, -0.16, 1.16], [-0.03, -0.92, -0.06], [-1.42, 0.41, 0.07], [0.42, 1.24, 1.11], [1.26, 0.35, -1.13], [-0.10, -0.52, -0.18], [0.22, -0.45, -0.39], [1.01, 2.18, 2.93], [-2.57, -7.33, -6.14], [0.41, 1.25, 0.85], [0.53, 0.84, 1.00], [-0.37, 0.13, -0.10], [0.82, 3.44, 0.54], [0.00, -0.07, 0.58], [0.09, 0.15, 0.31], [-0.10, -0.16, 0.06], [0.14, -0.05, 0.03], [0.04, 0.11, 0.09], [-0.20, 0.05, -0.02], [0.10, -0.05, -0.04], [0.02, -0.01, 0.12], [0.02, -0.10, 0.24], [-0.04, 0.03, -0.12], [-0.08, -0.73, 0.36], [-1.84, 3.35, -1.12], [3.71, -9.21, 1.01], [-0.43, 1.22, 0.22], [-0.83, 1.21, -0.26], [0.44, 0.09, -0.09], [-0.39, 3.51, 0.84], [-0.24, 0.08, -0.49], [-0.20, 0.30, -0.16], [0.04, -0.12, -0.19], [-0.13, -0.02, 0.06], [-0.06, 0.13, 0.00], [0.19, 0.02, -0.07], [-0.07, -0.06, 0.07], [-0.09, 0.06, -0.09], [-0.14, 0.04, -0.20], [0.09, -0.04, 0.07], [-0.65, 0.34, 0.17], [4.00, -0.18, -0.17], [-10.03, 0.87, -1.31], [1.41, 0.01, 0.32], [1.52, 0.15, 0.05], [-0.10, -0.39, 0.01], [2.93, -0.97, 1.80], [0.32, 0.11, -0.45], [0.37, 0.00, -0.06], [-0.07, -0.02, -0.23], [0.05, 0.16, 0.01], [0.15, 0.00, 0.04], [-0.04, -0.20, -0.04], [-0.04, 0.10, 0.03], [0.13, 0.04, -0.08], [0.15, 0.07, -0.20], [-0.08, -0.07, 0.06], [0.39, 0.41, 0.37], [-1.88, -0.77, -3.40], [3.52, 2.24, 9.32], [-0.27, -0.04, -1.33], [-0.67, -0.08, -1.35], [0.02, -0.37, 0.15], [0.08, -1.59, -3.26], [-0.62, 0.25, -0.15], [-0.22, -0.03, -0.31], [-0.17, 0.02, 0.16], [0.02, 0.14, -0.06], [-0.03, -0.03, -0.14], [-0.06, -0.19, 0.09], [0.05, 0.09, -0.02], [-0.11, 0.03, -0.08], [-0.23, 0.07, -0.06], [0.06, -0.04, 0.07], [-0.52, 0.58, 0.08], [0.97, -3.28, -1.91], [-3.88, 7.04, 5.94], [0.71, -1.20, -1.01], [0.24, -1.11, -0.92], [0.33, 0.09, 0.22], [2.29, -0.92, -2.54], [-0.10, -0.44, 0.12], [0.06, -0.36, -0.17], [-0.04, -0.05, 0.20], [-0.13, -0.04, -0.10], [0.06, -0.10, -0.10], [0.16, 0.02, 0.14], [-0.09, 0.05, -0.04], [-0.02, -0.13, -0.02], [-0.08, -0.23, 0.04], [0.05, 0.13, 0.03]], "homo_lumo_gap_ev": 5.436, "e_homo_ev": -8.406, "smiles": "CCCCCCCCC[C@@]1(Br)C(=O)N[C@](S)(B(C)O)[C@]1([PH2]=S)P(C)O.COP(=O)(OC)OC.COP(=O)(OC)OC.COP(=O)(OC)OC.COP(=O)(OC)OC.COP(=O)(OC)OC", "e_tot_ha": -8758.095039}